[1]
Here is C35H38CuFN3O3Si as an isolated structure from the Open Molecules 2025 dataset. Energies are from the ωB97M-V functional and the def2-TZVPD basis.

Results
**Total charge**: 0
**Multiplicity**: 2
**Calculated total energy**: -102749.317 eV
**Expectation value of S²**: 0.773
**Orbital gap (alpha / beta)**: 0.0740 / 0.1139 Ha

Each line ends with the Mulliken spin population.
Geometry (Å):
C -2.099 -1.992 0.424  -0.007
C -2.521 -2.187 -0.936  0.003
C -1.772 -3.244 -1.493  0.001
H -3.212 -1.509 -1.453  0.000
C -0.869 -3.712 -0.493  0.001
C -1.026 -2.922 0.699  0.000
H -0.598 -3.080 1.712  0.003
H -2.674 -1.393 1.138  0.001
H -1.996 -3.704 -2.442  0.000
H -0.292 -4.634 -0.541  0.000
Cu -0.544 -1.218 -0.403  0.017
C 0.511 -0.371 -5.046  0.000
H 1.408 -0.467 -4.379  0.000
H 0.628 0.382 -5.854  0.000
H -0.080 0.222 -4.310  0.000
Si -0.994 -1.772 -4.944  -0.002
C -1.822 -1.042 -6.488  0.000
C -3.219 -1.102 -6.559  0.000
H -3.768 -1.500 -5.715  0.000
C -3.918 -0.573 -7.647  0.000
H -5.013 -0.596 -7.664  0.000
C -3.211 -0.031 -8.724  0.000
H -3.747 0.326 -9.610  0.000
C -1.811 -0.074 -8.733  0.000
H -1.251 0.297 -9.599  0.000
C -1.132 -0.627 -7.638  0.000
H -0.049 -0.676 -7.662  0.000
C -0.859 -3.626 -5.302  0.000
C -1.414 -4.209 -6.458  0.000
H -1.868 -3.585 -7.227  0.000
C -1.329 -5.594 -6.693  0.000
H -1.645 -6.026 -7.643  0.000
C -0.764 -6.444 -5.732  0.000
H -0.632 -7.516 -5.916  0.000
C -0.312 -5.899 -4.523  0.000
H 0.134 -6.528 -3.749  0.000
C -0.354 -4.511 -4.331  0.000
H 0.072 -4.069 -3.429  0.000
H -1.719 -1.504 -3.609  0.001
H 0.763 -1.534 -5.288  0.000
F -1.710 0.906 5.442  -0.006
C -0.653 1.236 4.615  -0.115
C -0.752 0.931 3.271  0.359
C 0.315 1.314 2.429  -0.039
C 0.285 0.904 1.041  0.103
O -0.840 0.493 0.562  0.091
C 1.497 1.059 0.278  -0.058
C 2.411 1.965 0.768  0.072
N 2.376 2.497 2.033  0.007
C 3.363 3.377 2.499  0.065
C 4.241 4.144 1.542  -0.006
C 3.217 4.866 2.349  -0.019
C 1.399 2.069 2.936  -0.110
C 1.484 2.387 4.304  0.249
C 0.487 1.870 5.191  0.083
N 0.578 2.111 6.584  -0.023
C 0.785 3.501 7.014  0.064
C 1.394 3.593 8.391  0.036
N 0.587 2.717 9.283  0.032
C 0.549 1.297 8.886  0.031
C -0.097 1.233 7.519  0.055
C 1.673 0.495 -1.119  -0.003
O 2.481 0.995 -1.860  -0.001
O 0.977 -0.598 -1.358  -0.003
H -1.600 0.379 2.863  0.074
H 3.225 2.295 0.130  0.022
H 3.848 3.050 3.423  0.000
H 5.264 4.304 1.903  0.001
H 4.080 4.022 0.464  0.002
H 2.290 5.250 1.888  -0.001
H 3.602 5.411 3.222  0.002
H 2.306 3.061 4.608  0.112
H -0.184 4.035 6.991  -0.022
H 1.454 3.988 6.299  -0.002
H 2.429 3.245 8.404  -0.008
H 1.327 4.628 8.727  0.001
H 0.957 2.796 10.245  -0.002
H -0.375 3.061 9.241  -0.021
H -0.049 0.748 9.606  -0.016
H 1.563 0.908 8.882  0.001
H -1.164 1.505 7.613  -0.018
H -0.021 0.199 7.152  -0.009



[2]
Here is C35H38F9N4NiPSSi2 as an isolated structure from the Open Molecules 2025 dataset. Energies are from the ωB97M-V functional and the def2-TZVPD basis.

Results
**Total charge**: 0
**Multiplicity**: 3
**Calculated total energy**: -144255.277 eV
**Expectation value of S²**: 2.032
**Orbital gap (alpha / beta)**: 0.1530 / 0.2189 Ha

Each line ends with the Mulliken spin population.
Geometry (Å):
Ni 0.516 -2.595 -1.177  0.879
N -1.838 -2.193 -4.651  0.025
C -1.169 -2.577 -3.499  0.091
S 0.455 -1.925 -3.272  0.012
N -1.805 -3.354 -2.666  -0.049
N -1.078 -3.565 -1.532  0.321
C -1.337 -4.520 -0.660  0.116
C -0.413 -4.637 0.409  0.181
C -0.529 -5.591 1.445  -0.031
C 0.431 -5.685 2.411  0.098
C 1.552 -4.818 2.358  0.103
C 1.609 -3.894 1.349  0.003
N 0.673 -3.753 0.397  0.178
H -1.223 -1.966 -5.417  0.002
H -2.588 -2.819 -4.906  -0.001
H -2.185 -5.190 -0.765  0.017
H -1.390 -6.249 1.449  -0.003
H 0.344 -6.422 3.199  0.010
H 2.351 -4.880 3.084  0.006
H 2.457 -3.219 1.272  -0.019
C 3.494 -1.056 -0.528  0.048
Si 2.875 -0.014 0.912  0.017
C 3.706 -0.673 2.449  -0.001
C 3.573 1.734 0.792  0.002
C 0.944 -0.133 0.927  -0.018
Si -0.071 -0.534 2.570  0.010
C 0.987 -1.324 3.887  0.003
C -0.841 0.962 3.411  0.000
C -1.478 -1.701 2.199  -0.028
H 4.036 -0.455 -1.259  0.001
H 2.703 -1.591 -1.071  0.021
H 4.192 -1.808 -0.152  0.000
H 4.777 -0.571 2.244  0.000
H 3.514 -1.722 2.664  0.001
H 3.493 -0.087 3.342  0.001
H 4.596 1.626 0.418  0.000
H 3.648 2.188 1.782  0.000
H 3.059 2.443 0.145  0.000
H 0.835 -1.138 0.421  0.011
H 1.732 -0.655 4.314  -0.002
H 1.460 -2.252 3.574  0.002
H 0.280 -1.578 4.683  0.001
H -0.135 1.541 4.007  0.000
H -1.571 0.534 4.105  0.000
H -1.386 1.645 2.760  0.000
H -1.247 -2.463 1.456  0.015
H -2.377 -1.166 1.891  -0.002
H -1.707 -2.215 3.138  0.000
F 1.245 6.865 2.955  0.000
C 0.457 6.725 1.881  0.000
F -0.760 7.193 2.214  0.000
F 0.937 7.532 0.920  0.000
C 0.377 5.295 1.411  0.000
C 0.885 4.266 2.183  0.000
C 0.778 2.957 1.737  -0.001
C 0.168 2.673 0.524  0.000
C -0.330 3.721 -0.253  -0.001
C -0.231 5.027 0.190  0.000
P 0.015 0.979 -0.103  -0.037
C -1.736 0.568 -0.129  -0.050
C -2.115 -0.646 -0.696  0.091
C -3.457 -0.970 -0.798  0.006
C -4.417 -0.087 -0.329  -0.006
C -4.048 1.121 0.247  0.001
C -2.705 1.453 0.339  0.001
C -5.873 -0.468 -0.414  0.000
F -6.205 -1.336 0.559  0.000
F -6.683 0.596 -0.284  0.000
F -6.167 -1.054 -1.583  0.000
C 0.449 1.148 -1.854  0.000
C 1.769 1.289 -2.262  0.001
C 2.074 1.491 -3.598  -0.004
C 1.051 1.585 -4.527  -0.002
C -0.270 1.468 -4.129  0.008
C -0.572 1.241 -2.799  -0.002
C 1.343 1.785 -5.989  -0.001
F 0.693 2.860 -6.475  0.000
F 0.944 0.729 -6.717  0.000
F 2.649 1.968 -6.233  0.000
H 1.367 4.482 3.126  0.000
H 1.185 2.159 2.339  0.001
H -0.785 3.518 -1.214  0.000
H -0.615 5.838 -0.414  0.000
H -1.388 -1.386 -1.027  -0.034
H -3.731 -1.914 -1.253  0.001
H -4.803 1.803 0.611  0.000
H -2.425 2.403 0.774  0.000
H 2.576 1.230 -1.553  0.003
H 3.104 1.575 -3.913  0.000
H -1.067 1.520 -4.859  0.002
H -1.606 1.114 -2.516  -0.001



[3]
Here is C35H38FN3NbO3Si as an isolated structure from the Open Molecules 2025 dataset. Energies are from the ωB97M-V functional and the def2-TZVPD basis.

Results
**Total charge**: +3
**Multiplicity**: 1
**Calculated total energy**: -59639.973 eV
**Orbital gap (alpha / beta)**: 0.1839 / 0.1840 Ha

Each line ends with the Mulliken charge.
Geometry (Å):
C 0.003 -0.406 -2.812  -0.319
C 1.131 -1.163 -3.203  -0.576
C 1.480 -2.035 -2.130  -0.549
H 1.615 -1.101 -4.174  0.554
C 0.530 -1.858 -1.076  -0.155
C -0.389 -0.824 -1.495  -0.384
H -1.375 -0.645 -1.071  0.639
H -0.531 0.287 -3.459  0.440
H 2.286 -2.761 -2.140  0.554
H 0.368 -2.526 -0.235  0.765
Nb 1.558 0.147 -1.187  -0.166
C 4.014 1.258 -0.876  -1.644
H 4.160 0.216 -0.587  0.569
H 3.359 1.857 -0.266  0.506
H 5.032 1.694 -0.802  0.490
Si 3.542 1.408 -3.408  1.638
C 3.225 3.196 -4.118  0.694
C 2.216 3.599 -5.038  -0.064
H 1.699 2.819 -5.619  0.364
C 1.907 4.959 -5.213  -0.689
H 1.126 5.234 -5.938  0.403
C 2.654 5.899 -4.484  -0.457
H 2.501 6.936 -4.713  0.428
C 3.582 5.523 -3.515  -0.793
H 4.115 6.262 -2.918  0.415
C 3.881 4.163 -3.345  -0.576
H 4.646 3.811 -2.638  0.334
C 4.489 0.208 -4.481  0.639
C 4.489 0.484 -5.853  -0.629
H 4.187 1.493 -6.163  0.347
C 4.733 -0.548 -6.765  -0.561
H 4.864 -0.304 -7.822  0.411
C 4.761 -1.875 -6.313  -0.481
H 4.796 -2.680 -7.026  0.434
C 4.693 -2.160 -4.948  -0.696
H 4.708 -3.190 -4.583  0.419
C 4.636 -1.118 -4.031  -0.434
H 4.551 -1.336 -2.967  0.535
H 2.986 -0.285 -2.465  -0.141
H 2.447 1.088 -4.290  -0.302
F -0.415 -3.592 3.498  -0.323
C -0.870 -2.301 3.308  0.551
C -0.161 -1.514 2.437  -1.350
C -0.684 -0.231 2.118  0.443
C -0.088 0.591 1.150  1.796
O 1.175 0.303 0.794  -1.031
C -0.822 1.652 0.583  0.436
C -1.955 2.119 1.213  -0.689
N -2.528 1.379 2.197  0.323
C -3.765 1.762 2.720  -0.453
C -4.589 2.767 2.001  -1.094
C -5.030 1.365 1.955  -0.336
C -1.931 0.191 2.638  -0.373
C -2.619 -0.641 3.521  -0.073
C -2.089 -1.894 3.914  -0.392
N -2.786 -2.662 4.860  0.169
C -4.226 -2.799 4.688  -0.501
C -4.942 -3.000 6.011  -0.751
N -4.252 -4.095 6.733  -0.104
C -2.796 -3.929 6.949  -0.974
C -2.154 -3.749 5.580  -0.654
C -0.327 2.402 -0.619  -0.204
O -0.473 3.614 -0.691  -0.581
O 0.298 1.733 -1.592  -0.428
H 0.763 -1.869 1.984  0.835
H -2.424 3.059 0.925  0.703
H -3.838 1.702 3.801  0.791
H -5.146 3.432 2.628  0.331
H -4.222 3.187 1.087  0.292
H -4.893 0.790 1.038  0.225
H -5.877 1.094 2.575  0.310
H -3.586 -0.305 3.896  0.352
H -4.443 -3.663 4.026  0.222
H -4.627 -1.910 4.195  0.314
H -4.908 -2.123 6.661  0.365
H -5.982 -3.298 5.865  0.393
H -4.701 -4.263 7.626  0.366
H -4.344 -4.931 6.139  0.414
H -2.412 -4.822 7.445  0.433
H -2.657 -3.059 7.598  0.375
H -2.258 -4.689 5.001  0.416
H -1.091 -3.525 5.711  0.490



[4]
Here is C35H38KN8S2 as an isolated structure from the Open Molecules 2025 dataset. Energies are from the ωB97M-V functional and the def2-TZVPD basis.

Results
**Total charge**: -1
**Multiplicity**: 1
**Calculated total energy**: -86824.874 eV
**Orbital gap**: 0.1706 Ha

Each line ends with the Mulliken charge.
Geometry (Å):
K 1.688 0.290 -1.551  0.915
C 3.333 -2.496 -0.859  0.022
C 2.540 -3.527 -1.666  -1.036
C 1.021 -3.618 -1.403  -0.957
N 0.411 -2.311 -1.566  0.219
C -0.892 -2.302 -1.655  0.261
C -1.688 -3.414 -2.097  -0.503
C -3.045 -3.725 -2.085  -0.416
C -4.067 -3.085 -1.390  -0.675
C -3.913 -1.984 -0.513  -0.587
C -2.874 -1.070 -0.503  -0.652
C -1.682 -1.018 -1.315  0.717
N -1.016 0.029 -1.644  -0.267
C -1.669 1.376 -1.621  -1.231
C -1.532 2.087 -0.177  0.411
C -0.232 2.801 0.017  -1.330
N 0.868 1.963 0.406  0.336
C 1.599 2.209 1.419  0.673
C 1.691 3.523 2.022  -1.099
C 1.795 3.871 3.376  -0.039
C 2.030 3.042 4.473  -0.603
C 2.469 1.703 4.438  -0.336
C 2.659 0.889 3.389  -0.672
C 2.382 1.039 1.952  0.358
N 2.746 0.205 1.052  0.143
C 3.617 -1.044 1.238  -0.970
C 3.015 -2.265 0.617  -0.262
H 3.379 -1.518 -1.408  -0.297
H 4.352 -2.918 -0.837  0.481
H 2.963 -4.524 -1.416  0.376
H 2.811 -3.383 -2.727  0.267
H 0.875 -4.036 -0.402  0.345
H 0.588 -4.455 -1.982  0.306
H -1.093 -4.223 -2.646  0.088
H -3.405 -4.516 -2.715  0.313
H -5.086 -3.357 -1.693  0.216
H -4.693 -1.741 0.147  0.499
H -3.086 -0.205 0.069  0.410
H -2.775 1.349 -1.888  0.319
H -1.106 1.983 -2.380  0.410
H -1.694 1.241 0.522  -0.534
H -2.365 2.803 -0.027  0.379
H -0.325 3.594 0.743  0.714
H 0.140 3.279 -0.925  0.214
H 1.390 4.378 1.342  0.354
H 1.582 4.941 3.639  0.239
H 1.875 3.495 5.472  0.237
H 2.695 1.192 5.423  0.202
H 3.081 -0.145 3.638  -0.108
H 3.857 -1.307 2.308  0.321
H 4.532 -0.715 0.741  0.260
H 1.929 -2.368 0.830  0.244
H 3.487 -3.138 1.089  0.338
N -5.523 -1.791 6.549  -0.368
C -4.652 -2.277 5.637  0.073
S -4.196 -3.856 5.550  -0.359
C -4.112 -1.289 4.606  1.180
C -2.882 -1.437 3.959  -0.548
C -2.411 -0.363 3.149  -0.221
N -3.031 0.827 2.938  -0.326
C -4.185 0.913 3.597  -0.739
C -4.616 0.002 4.528  -0.377
H -5.786 -2.490 7.204  0.237
H -6.183 -1.038 6.227  0.231
H -2.321 -2.420 3.934  0.300
H -1.488 -0.512 2.542  0.440
H -4.664 1.863 3.463  0.422
H -5.457 0.382 5.157  0.059
N 4.208 3.301 -2.243  -0.413
C 3.274 2.905 -3.128  0.583
N 2.947 1.674 -3.426  -0.622
C 2.108 1.634 -4.532  0.285
C 1.932 0.502 -5.398  -0.450
C 1.402 0.611 -6.654  -0.498
C 0.910 1.906 -7.013  -0.639
C 1.177 2.987 -6.192  -0.080
C 1.786 2.933 -4.987  0.299
S 2.333 4.215 -3.874  -0.257
H 4.970 2.567 -2.079  0.258
H 4.438 4.270 -1.995  0.206
H 2.257 -0.477 -4.996  0.309
H 1.343 -0.324 -7.240  0.336
H 0.324 1.935 -7.905  0.398
H 0.936 3.972 -6.647  0.268



[5]
Here is C35H38NO5PtTe as an isolated structure from the Open Molecules 2025 dataset. Energies are from the ωB97M-V functional and the def2-TZVPD basis.

Results
**Total charge**: +1
**Multiplicity**: 1
**Calculated total energy**: -59171.881 eV
**Orbital gap**: 0.2536 Ha

Each line ends with the Mulliken charge.
Geometry (Å):
Pt 0.323 0.441 1.396  1.993
C 0.182 3.426 0.661  -0.701
O 0.649 2.630 1.765  -0.389
C 0.455 3.299 3.017  -0.440
C 0.926 2.432 4.172  -0.700
O 0.415 1.111 4.108  -0.244
C -0.850 0.859 4.702  -0.666
C -1.943 1.657 4.029  -0.656
O -1.755 1.615 2.631  -0.129
C -2.776 2.329 1.930  -0.946
H 0.772 4.341 0.594  0.474
H -0.872 3.677 0.789  0.273
H 0.304 2.838 -0.243  0.076
H -0.596 3.571 3.110  0.201
H 1.047 4.218 3.022  0.550
H 0.659 2.915 5.114  0.406
H 2.009 2.329 4.133  0.317
H -0.842 1.079 5.773  0.430
H -1.016 -0.210 4.567  0.237
H -1.909 2.703 4.361  0.413
H -2.921 1.258 4.317  0.465
H -3.758 1.907 2.150  0.483
H -2.572 2.226 0.868  -0.188
H -2.770 3.388 2.216  0.514
C -0.748 -2.176 -5.065  -1.654
C -0.785 -1.420 -3.754  -0.297
C -1.126 -0.061 -3.698  -0.412
C -1.223 0.622 -2.508  0.933
C -1.591 2.079 -2.547  -0.707
O -0.931 2.845 -3.215  -0.633
C -2.802 2.555 -1.803  0.590
C -2.936 3.916 -1.541  -0.282
C -4.066 4.392 -0.890  -0.702
C -5.072 3.508 -0.512  -0.404
C -4.946 2.152 -0.787  -0.870
C -3.810 1.676 -1.425  0.175
C -0.902 0.002 -1.278  0.254
O -1.033 0.695 -0.187  -1.573
C -0.442 -1.343 -1.326  0.407
C -0.450 -2.023 -2.571  -0.598
C 0.104 -2.032 -0.177  1.279
N 0.176 -1.524 1.029  -0.425
C 0.850 -2.243 2.136  -0.603
C 2.367 -2.085 2.098  -0.757
Te 2.874 -0.036 1.713  0.019
C 3.694 -0.411 -0.190  0.307
C 4.744 -1.318 -0.266  -0.499
C 5.322 -1.582 -1.501  -0.661
C 4.860 -0.932 -2.641  -0.501
C 3.817 -0.020 -2.551  -0.600
C 3.229 0.245 -1.320  0.035
C 0.641 -3.420 -0.390  -0.639
C 1.848 -3.574 -1.068  0.137
C 2.399 -4.839 -1.221  -0.956
C 1.742 -5.954 -0.716  -0.622
C 0.521 -5.804 -0.072  -0.856
C -0.028 -4.540 0.093  -0.007
H -1.183 -1.585 -5.871  0.407
H -1.304 -3.113 -4.997  0.380
H 0.277 -2.423 -5.350  0.305
H -1.352 0.476 -4.615  0.455
H -2.150 4.587 -1.866  0.539
H -4.170 5.452 -0.692  0.418
H -5.959 3.877 -0.011  0.419
H -5.732 1.466 -0.500  0.430
H -3.720 0.620 -1.653  0.433
H -0.164 -3.067 -2.597  0.579
H 0.605 -3.302 2.122  0.460
H 0.462 -1.829 3.064  0.198
H 2.816 -2.665 1.296  0.263
H 2.810 -2.378 3.048  0.654
H 5.115 -1.819 0.621  0.425
H 6.141 -2.288 -1.568  0.427
H 5.320 -1.133 -3.601  0.412
H 3.457 0.487 -3.437  0.447
H 2.396 0.937 -1.257  0.252
H 2.346 -2.705 -1.485  0.567
H 3.343 -4.948 -1.741  0.471
H 2.177 -6.939 -0.831  0.416
H -0.006 -6.673 0.301  0.437
H -0.988 -4.425 0.585  0.547